a:
Formula: C14H22F3GeN2ORhS
Source: the OMol25 dataset
Level of theory: ωB97M-V/def2-TZVPD

Properties
**Orbital gap**: 7.19 eV
**LUMO**: 0.33 eV

XYZ file:
```
45
Properties=species:S:1:pos:R:3:mulliken_charge:R:1
H -3.48 -0.01 -1.17 0.04
H -3.83 -4.11 -0.91 0.35
C 4.04 -0.59 2.31 -0.14
H -3.44 -3.57 -2.56 0.36
C 0.91 1.74 -0.27 -0.48
H -1.95 1.23 1.23 0.25
C -1.89 -2.06 -0.77 0.44
C -1.03 -3.27 -1.05 -1.21
H -0.33 -3.38 -0.22 0.31
H -4.92 -3.02 -1.77 0.28
H -1.48 0.95 -2.24 0.20
H -1.10 2.47 -3.06 0.41
H 3.54 -0.05 -1.44 0.42
O -1.38 -1.05 -0.28 -0.41
H -0.09 5.02 0.26 0.35
H 6.14 -0.45 1.95 0.46
C -3.97 -0.88 -0.75 -0.56
C -0.52 4.62 -0.66 -1.18
N -3.20 -2.09 -1.06 0.10
F 3.34 -0.18 4.55 -0.21
H -0.45 -3.05 -1.95 0.24
C 5.15 -0.44 1.50 -0.11
H -3.06 2.49 0.66 0.33
C 5.01 -0.26 0.13 -0.76
S 1.22 -0.72 2.50 -0.45
F 5.46 -0.34 4.17 -0.29
H -1.58 -4.19 -1.20 0.41
Rh 0.59 0.09 0.32 0.05
C -3.87 -3.26 -1.60 -0.96
C 3.73 -0.22 -0.39 -0.42
H -2.66 2.29 -2.24 0.34
H 0.15 4.87 -1.49 0.35
C -2.02 2.28 0.95 -0.97
C -1.60 2.03 -2.19 -1.02
N 2.66 -0.42 0.37 -0.35
F 4.21 -2.11 4.11 -0.24
H -1.78 2.87 1.83 0.38
Ge -0.80 2.69 -0.52 0.42
H -4.97 -0.98 -1.18 0.32
H 1.89 2.21 -0.38 0.36
H -4.06 -0.74 0.33 0.26
H 5.87 -0.12 -0.51 0.39
H -1.48 5.11 -0.84 0.35
C 4.24 -0.80 3.79 0.71
C 2.77 -0.60 1.71 0.85
```


b:
Formula: C14H22F3GeN2ORhS
Source: the OMol25 dataset
Level of theory: ωB97M-V/def2-TZVPD

Properties
**Orbital gap**: 7.56 eV
**LUMO**: 0.23 eV

XYZ file:
```
45
Properties=species:S:1:pos:R:3:mulliken_charge:R:1
H 1.10 3.38 2.28 0.32
Ge 0.13 1.09 2.69 0.44
S 2.59 -0.99 -1.60 -0.50
C 0.56 -4.80 -0.36 -0.96
H 0.44 1.82 5.14 0.35
F 4.48 -3.54 -2.42 -0.22
H -1.93 1.83 1.39 0.15
Rh 0.78 -0.46 -0.01 0.20
C 0.29 -3.54 0.14 -0.14
H 0.01 -5.66 0.00 0.38
H -0.88 3.82 0.13 0.20
H 1.54 0.51 4.71 0.35
F 3.40 -5.21 -3.26 -0.31
N -1.74 2.74 -1.46 0.19
C -1.70 1.74 2.46 -1.00
C -3.06 2.92 -2.06 -1.00
N 0.96 -2.47 -0.28 -0.39
H -3.85 2.48 -1.45 0.35
O -0.02 1.50 -0.83 -0.74
H -0.47 -3.37 0.88 0.45
F 2.98 -3.21 -3.94 -0.22
H -3.11 2.50 -3.06 0.37
H -3.26 3.99 -2.14 0.27
H -1.83 2.71 2.93 0.34
H 1.40 2.40 0.85 0.31
C 1.92 -2.55 -1.23 0.61
H 2.40 2.17 2.29 0.38
H -0.03 3.96 -1.41 0.26
H -0.17 0.16 5.03 0.35
H -1.34 -0.05 -2.70 0.27
C -1.16 1.54 -1.33 0.65
H -1.74 -0.46 -1.04 0.23
C 2.22 -3.80 -1.78 -0.09
C -1.86 0.31 -1.81 -1.12
H -2.41 1.04 2.90 0.40
H -2.91 0.45 -2.03 0.46
C 1.39 2.38 1.94 -1.07
C 1.55 -4.92 -1.33 0.00
C 3.27 -3.93 -2.85 0.60
H 1.79 -5.89 -1.75 0.50
C -1.01 3.90 -0.95 -0.72
C 0.52 0.88 4.59 -1.18
C 0.25 -0.59 1.70 -0.37
H 0.13 -1.55 2.22 0.34
H -1.58 4.80 -1.18 0.31
```


The energy of each structure relative to the most stable one, in kcal/mol, is as follows: a 14.6; b 0.0.


a:
Formula: C5H13NS
Source: the OMol25 dataset
Level of theory: ωB97M-V/def2-TZVPD

Properties
**Orbital gap**: 9.78 eV
**Structure (SMILES)**: CNCCCCS
**LUMO**: 0.84 eV

XYZ file:
```
20
Properties=species:S:1:pos:R:3:mulliken_charge:R:1
H 1.37 -2.18 0.87 0.11
H -3.07 0.67 1.01 0.27
H -1.18 1.51 -1.47 0.23
H -1.59 0.46 2.80 0.32
H -0.69 1.84 2.16 0.27
H -2.35 2.06 2.76 0.33
H -1.91 -0.51 -0.40 0.33
C 0.85 -1.21 -1.22 -0.74
H -0.06 -1.72 -0.92 0.31
H 1.30 -1.85 -1.98 0.42
N -2.19 1.16 0.86 -0.43
H -0.71 -0.35 0.85 0.27
H 0.01 0.04 -2.71 0.34
C -0.44 1.01 -0.84 -0.42
H 1.43 0.70 -1.91 0.32
C -1.31 0.22 0.14 -0.42
C -1.69 1.39 2.22 -0.91
S 1.99 -1.21 0.21 -0.22
C 0.48 0.18 -1.75 -0.55
H 0.12 1.77 -0.29 0.17
```


b:
Formula: C5H13NS
Source: the OMol25 dataset
Level of theory: ωB97M-V/def2-TZVPD

Properties
**Orbital gap**: 9.43 eV
**Structure (SMILES)**: CCN[C@H](C)CS
**LUMO**: 0.96 eV

XYZ file:
```
20
Properties=species:S:1:pos:R:3:mulliken_charge:R:1
H 0.50 -2.68 -0.35 0.45
H 0.28 3.21 -0.65 0.30
S 2.67 -1.43 1.13 -0.16
H 0.79 1.59 0.18 0.25
H 0.33 -1.90 1.75 0.32
H -0.56 2.74 0.91 0.27
H 0.74 -0.25 -0.85 0.24
H 0.79 -0.02 1.73 0.51
C -1.15 1.46 -0.63 -0.49
H 2.99 -0.55 0.19 0.11
H -1.27 -2.31 -0.14 0.45
C -0.33 -2.05 -0.51 -1.76
C -0.02 2.31 0.10 -0.89
H -0.44 -2.00 -1.62 0.37
H -2.08 -0.25 -0.15 0.24
H -0.78 1.61 -1.63 0.26
C 0.03 -0.64 -0.02 0.49
N -1.17 0.14 -0.09 -0.20
H -2.20 1.92 -0.58 0.34
C 0.88 -0.91 1.20 -1.10
```


c:
Formula: C5H13NS
Source: the OMol25 dataset
Level of theory: ωB97M-V/def2-TZVPD

Properties
**Orbital gap**: 5.94 eV
**LUMO**: -2.02 eV

XYZ file:
```
20
Properties=species:S:1:pos:R:3:mulliken_charge:R:1
C 0.13 0.00 1.12 -0.60
C 1.75 1.87 0.96 -0.99
H -2.01 -0.01 0.99 0.43
C -1.16 -0.45 0.48 -0.08
H 0.24 -0.07 -2.44 0.29
H -0.04 0.59 2.03 0.50
N 1.02 0.81 0.31 -0.12
H 2.02 2.61 0.17 0.31
H -0.83 -1.42 -2.68 0.38
H -1.24 -2.57 0.52 0.56
H -2.23 -0.76 -1.30 0.34
S 0.83 -2.09 -1.08 -0.31
H 0.57 -0.89 1.64 0.25
C -1.35 -0.21 -0.99 -0.62
C -0.26 -0.89 -1.91 -0.74
H -1.54 0.86 -1.17 0.35
H 2.64 1.66 1.55 0.28
H -1.19 -1.65 0.46 -0.77
H 1.04 2.40 1.58 0.37
H 1.61 0.19 -0.23 0.17
```


d:
Formula: C5H13NS
Source: the OMol25 dataset
Level of theory: ωB97M-V/def2-TZVPD

Properties
**Orbital gap**: 9.79 eV
**Structure (SMILES)**: CNCCCCS
**LUMO**: 0.82 eV

XYZ file:
```
20
Properties=species:S:1:pos:R:3:mulliken_charge:R:1
C 2.38 1.06 0.89 -0.92
H 2.82 0.59 0.08 0.38
H -0.54 -2.00 -0.32 0.31
H 2.53 2.23 0.81 0.26
H -2.33 0.14 1.33 0.08
H 2.89 0.74 1.78 0.30
H -2.45 1.19 -1.58 0.42
C 0.06 -1.11 -0.60 -0.48
H -0.24 -0.81 1.47 0.27
N 0.87 0.81 0.72 -0.29
C 0.63 -0.71 0.74 -0.88
H -0.47 0.01 -2.40 0.32
C -0.97 -0.48 -1.57 -0.32
S -3.09 -0.23 0.29 -0.20
C -1.88 0.53 -0.96 -0.73
H 0.33 1.00 1.57 0.25
H 0.86 -1.50 -1.26 0.28
H 1.38 -1.30 1.27 0.41
H -1.33 1.25 -0.31 0.23
H -1.43 -1.41 -1.93 0.30
```


The energy of each structure relative to the most stable one, in kcal/mol, is as follows: a 0.0; b 40.8; c 119.4; d 34.6.


a:
Formula: C5H13NS
Source: the OMol25 dataset
Level of theory: ωB97M-V/def2-TZVPD

Properties
**Orbital gap**: 9.59 eV
**Structure (SMILES)**: CN(C)CCCS
**LUMO**: 0.98 eV

XYZ file:
```
20
Properties=species:S:1:pos:R:3:mulliken_charge:R:1
H -1.46 1.55 -1.86 0.37
H 0.04 -1.96 0.38 0.34
S 0.56 0.04 3.40 -0.21
H 1.60 -0.80 3.47 0.11
H 2.05 0.54 -0.92 0.26
H 1.51 0.88 -2.55 0.36
N 0.01 0.12 -1.32 -0.09
C 0.07 -0.98 0.87 -0.36
C 1.21 0.93 -1.50 -1.01
H -1.84 -0.07 -2.24 0.32
H 1.17 -0.92 0.93 0.25
C -1.00 0.64 -2.26 -1.02
C -0.47 0.15 0.03 -0.63
H -0.10 -2.10 2.66 0.33
H -0.59 0.70 -3.26 0.35
C -0.40 -1.12 2.32 -0.85
H -1.57 0.15 0.13 0.44
H -1.45 -0.82 2.37 0.38
H -0.32 1.08 0.61 0.27
H 0.98 1.97 -1.26 0.38
```


b:
Formula: C5H13NS
Source: the OMol25 dataset
Level of theory: ωB97M-V/def2-TZVPD

Properties
**Orbital gap**: 8.85 eV
**Structure (SMILES)**: C=CNC.CSC
**LUMO**: 0.97 eV

XYZ file:
```
20
Properties=species:S:1:pos:R:3:mulliken_charge:R:1
H 0.07 -2.14 -2.52 0.37
C 2.49 0.58 2.48 -0.81
H 1.04 -1.97 -0.99 0.23
H 2.76 -0.05 3.35 0.27
C -1.69 -0.11 -1.89 0.16
H -1.04 0.30 1.51 0.26
C -2.10 0.99 -2.60 -1.00
N -0.40 -0.37 -1.46 -0.16
H -0.35 0.23 3.21 0.30
H 3.43 0.86 1.89 0.28
C 0.06 -1.79 -1.49 -0.92
S 1.32 -0.19 1.36 0.01
H -0.13 1.65 2.09 0.29
H -2.41 -0.86 -1.52 0.27
C -0.20 0.56 2.12 -0.83
H 0.28 0.29 -1.82 0.17
H -3.07 1.17 -2.94 0.28
H 2.06 1.49 2.93 0.26
H -0.67 -2.39 -0.87 0.32
H -1.45 1.76 -2.83 0.26
```


The energy of each structure relative to the most stable one, in kcal/mol, is as follows: a 0.0; b 11.3.


a:
Formula: C5H13NS
Source: the OMol25 dataset
Level of theory: ωB97M-V/def2-TZVPD

Properties
**Orbital gap**: 9.79 eV
**Structure (SMILES)**: CCN[C@@H](C)CS
**LUMO**: 0.86 eV

XYZ file:
```
20
Properties=species:S:1:pos:R:3:mulliken_charge:R:1
C 0.71 -0.63 -1.47 -1.02
H -0.64 -0.88 0.39 0.28
H 0.98 1.29 -0.44 0.34
H -2.18 0.71 2.29 0.34
C 0.83 0.23 -0.21 0.54
S 2.36 -1.01 -2.29 -0.22
H 0.36 -1.63 -1.25 0.41
N -0.33 0.02 0.72 -0.50
H 2.39 -2.29 -1.93 0.13
H 3.00 0.05 0.13 0.44
C -2.62 0.70 1.30 -1.21
H -3.40 1.46 1.13 0.37
H 0.18 -0.12 -2.27 0.36
H -1.14 1.86 0.21 0.34
H 1.96 0.38 1.60 0.41
C 2.07 -0.15 0.66 -1.61
H -1.82 0.56 -0.73 0.29
C -1.51 0.84 0.27 -0.33
H 2.06 -1.23 0.81 0.33
H -3.25 -0.17 1.08 0.29
```


b:
Formula: C5H13NS
Source: the OMol25 dataset
Level of theory: ωB97M-V/def2-TZVPD

Properties
**Orbital gap**: 9.57 eV
**Structure (SMILES)**: CN[C@@H](C)CCS
**LUMO**: 0.88 eV

XYZ file:
```
20
Properties=species:S:1:pos:R:3:mulliken_charge:R:1
H -1.47 0.10 0.73 0.49
H 0.53 1.67 0.27 0.37
H -2.45 -0.54 -2.50 0.32
H -0.23 2.37 2.32 0.12
H -0.30 -1.24 0.64 0.37
C -1.93 -0.92 -1.63 -1.37
C 1.52 -1.42 -1.47 -0.87
N 0.48 -0.56 -2.03 -0.34
H 1.46 -2.43 -1.87 0.26
H 0.91 0.27 -2.41 0.31
C -0.67 -0.16 -1.22 0.26
C -0.51 -0.22 0.33 -0.81
H 2.52 -1.04 -1.65 0.33
S 0.35 1.21 2.59 -0.21
H 1.58 0.38 0.69 0.26
H -1.65 -1.96 -1.77 0.32
H -2.64 -0.89 -0.80 0.35
H 1.45 -1.57 -0.40 0.27
H -0.85 0.91 -1.34 0.32
C 0.56 0.72 0.82 -0.76
```


c:
Formula: C5H13NS
Source: the OMol25 dataset
Level of theory: ωB97M-V/def2-TZVPD

Properties
**Orbital gap**: 9.96 eV
**Structure (SMILES)**: CCN[C@@H](C)CS
**LUMO**: 0.98 eV

XYZ file:
```
20
Properties=species:S:1:pos:R:3:mulliken_charge:R:1
H -0.79 2.01 0.05 0.37
C -0.50 -0.10 0.36 0.66
H 2.43 -0.40 0.37 0.33
H -2.12 -1.36 -0.28 0.42
C -1.37 -1.36 0.51 -1.09
C 1.34 0.70 -1.11 -0.35
H 3.11 -0.55 -1.27 0.29
H 0.16 -0.04 1.23 0.24
H 3.39 0.90 -0.33 0.36
H -2.25 0.95 -0.32 0.30
S -2.21 -1.50 2.12 -0.21
C -1.38 1.15 0.31 -1.34
H 0.65 -1.17 -0.92 0.26
C 2.65 0.13 -0.54 -1.12
H -1.75 1.33 1.32 0.37
N 0.21 -0.25 -0.91 -0.48
H -0.79 -2.27 0.36 0.36
H 1.35 0.94 -2.17 0.35
H -3.25 -0.73 1.78 0.11
H 1.10 1.60 -0.55 0.18
```


The energy of each structure relative to the most stable one, in kcal/mol, is as follows: a 12.7; b 8.5; c 0.0.